[1]
C34H78N10O12 | ωB97M-V with the def2-TZVPD basis set

CARTESIAN COORDINATES (ANGSTROEM)
C: 4.37 0.71 -3.03
C: 4.93 -0.72 -2.97
O: 6.36 -0.68 -3.09
C: 6.95 -0.59 -4.26
C: 8.43 -0.49 -4.11
O: 6.41 -0.36 -5.32
H: 4.90 1.23 -2.22
H: 3.29 0.67 -2.92
H: 4.58 1.19 -3.98
H: 4.71 -1.22 -2.03
H: 4.45 -1.35 -3.72
H: 8.97 0.07 -4.87
H: 8.89 -1.49 -4.12
H: 8.61 -0.11 -3.11
C: 8.16 -0.76 -8.76
N: 9.03 0.34 -8.41
C: 8.78 1.64 -9.02
C: 10.06 0.18 -7.56
O: 10.81 1.06 -7.18
H: 8.54 -1.66 -8.28
H: 8.10 -0.86 -9.84
H: 7.16 -0.64 -8.32
H: 8.91 1.54 -10.10
H: 7.76 1.95 -8.80
H: 9.43 2.43 -8.65
H: 10.10 -0.85 -7.17
C: 6.84 2.97 -5.64
N: 6.15 4.21 -5.98
C: 6.51 5.42 -5.27
C: 5.23 4.21 -6.97
O: 4.69 5.22 -7.39
H: 6.49 2.10 -6.18
H: 6.90 2.79 -4.57
H: 7.88 3.11 -5.98
H: 5.92 6.26 -5.62
H: 6.34 5.28 -4.20
H: 7.56 5.61 -5.50
H: 5.04 3.21 -7.40
C: 6.65 2.15 0.18
N: 6.57 2.99 -1.00
C: 7.65 2.80 -1.96
C: 5.62 3.92 -1.19
O: 4.63 4.06 -0.49
H: 5.87 2.36 0.90
H: 7.61 2.36 0.66
H: 6.62 1.09 -0.09
H: 8.63 2.76 -1.49
H: 7.43 1.92 -2.57
H: 7.72 3.69 -2.58
H: 5.84 4.58 -2.04
C: 1.57 2.63 -0.95
N: 0.63 1.56 -0.68
C: 1.20 0.26 -0.39
C: -0.71 1.74 -0.72
O: -1.53 0.86 -0.55
H: 2.12 2.80 -0.01
H: 1.12 3.58 -1.20
H: 2.29 2.38 -1.72
H: 0.41 -0.47 -0.28
H: 1.91 0.02 -1.18
H: 1.73 0.24 0.57
H: -0.93 2.80 -0.95
C: 8.04 -5.05 -8.64
N: 7.96 -4.36 -7.37
C: 6.67 -4.10 -6.79
C: 9.09 -3.86 -6.80
O: 9.15 -3.37 -5.69
H: 9.00 -4.99 -9.15
H: 7.33 -4.61 -9.34
H: 7.75 -6.09 -8.51
H: 6.12 -3.28 -7.28
H: 6.00 -4.96 -6.83
H: 6.80 -3.76 -5.76
H: 9.97 -4.10 -7.42
C: 11.32 4.18 -5.50
N: 10.98 3.65 -4.18
C: 10.60 4.64 -3.21
C: 10.96 2.33 -3.91
O: 10.62 1.86 -2.83
H: 10.50 4.86 -5.75
H: 11.41 3.39 -6.24
H: 12.26 4.73 -5.44
H: 9.77 5.29 -3.51
H: 10.33 4.27 -2.22
H: 11.45 5.30 -3.01
H: 11.31 1.70 -4.74
C: 2.10 -5.28 -4.04
N: 1.98 -4.26 -3.01
C: 3.15 -3.90 -2.25
C: 0.80 -3.62 -2.79
O: 0.70 -2.79 -1.91
H: 1.14 -5.57 -4.44
H: 2.56 -6.19 -3.63
H: 2.80 -4.91 -4.79
H: 3.31 -4.61 -1.43
H: 4.00 -3.89 -2.93
H: 3.08 -2.90 -1.82
H: 0.00 -3.93 -3.47
C: 8.15 -4.40 0.62
N: 7.31 -3.29 0.19
C: 7.95 -2.33 -0.67
C: 6.06 -3.11 0.65
O: 5.29 -2.25 0.25
H: 9.07 -3.98 1.04
H: 8.36 -5.06 -0.22
H: 7.68 -5.02 1.38
H: 8.33 -2.75 -1.61
H: 7.29 -1.51 -0.90
H: 8.84 -1.88 -0.21
H: 5.82 -3.82 1.46
C: 11.62 -2.39 -2.41
N: 12.96 -2.24 -2.94
C: 13.28 -1.01 -3.66
C: 13.77 -3.32 -3.02
O: 14.86 -3.32 -3.56
H: 10.89 -2.43 -3.22
H: 11.38 -1.55 -1.75
H: 11.49 -3.24 -1.75
H: 14.28 -1.02 -4.08
H: 12.49 -0.79 -4.38
H: 13.34 -0.21 -2.92
H: 13.32 -4.21 -2.54
C: 3.57 -1.25 -7.05
N: 2.70 -0.45 -6.22
C: 1.90 -1.15 -5.22
C: 2.62 0.89 -6.42
O: 1.83 1.63 -5.87
H: 4.03 -2.07 -6.49
H: 4.36 -0.66 -7.51
H: 2.95 -1.80 -7.77
H: 2.53 -1.73 -4.55
H: 1.40 -0.42 -4.59
H: 1.21 -1.81 -5.74
H: 3.34 1.23 -7.19

Calculated values
- Net charge: 0
- Calculated total energy: -2792.74559 hartree
- Maximum force: 0.0444 Eh/bohr
- Highest occupied orbital energy: -8.42 eV
- SMILES string: CCOC(C)=O.CN(C)C=O.CN(C)C=O.CN(C)C=O.CN(C)C=O.CN(C)C=O.CN(C)C=O.CN(C)C=O.CN(C)C=O.CN(C)C=O.CN(C)C=O
- Energy above the lowest of the compared OMol25 structures with the same formula, charge and spin: 0.0 kcal per mole


[2]
C34H78O6P2S | ωB97M-V with the def2-TZVPD basis set

CARTESIAN COORDINATES (ANGSTROEM)
C: -6.08 5.16 0.64
C: -5.00 4.67 1.75
O: -3.89 4.11 1.00
P: -2.74 3.36 2.02
O: -3.09 1.85 1.99
C: -1.06 3.63 1.22
C: 0.18 3.63 2.23
C: 0.29 2.34 3.18
P: -0.08 0.69 2.35
C: 0.90 -0.59 3.40
C: -0.05 -1.66 4.10
O: -0.67 -2.54 3.48
S: 0.70 0.59 0.35
C: 1.59 -1.03 0.01
O: -0.51 0.55 -0.57
O: 1.57 1.76 -0.05
O: -2.83 3.83 3.65
C: -2.47 5.23 3.86
C: -1.54 5.38 5.17
H: -6.71 6.01 1.06
H: -6.70 4.30 0.22
H: -5.48 5.57 -0.24
H: -5.48 3.96 2.50
H: -4.64 5.65 2.25
H: -0.98 2.90 0.35
H: -1.09 4.68 0.74
H: 0.03 4.54 2.92
H: 1.18 3.81 1.71
H: 1.37 2.32 3.57
H: -0.35 2.50 4.12
H: 1.46 -0.01 4.22
H: 1.70 -1.13 2.80
H: -0.12 -1.61 5.25
H: 0.91 -1.89 0.36
H: 1.72 -1.19 -1.12
H: 2.55 -1.13 0.60
H: -2.05 5.74 2.93
H: -3.45 5.78 4.11
H: -2.10 5.94 5.99
H: -0.64 6.00 4.86
H: -1.27 4.35 5.57
C: 1.19 2.07 -3.42
C: 0.97 3.32 -2.57
C: -0.49 3.79 -2.57
C: -1.04 4.22 -3.93
C: -0.27 5.33 -4.63
C: -0.26 6.64 -3.86
H: 0.97 2.25 -4.47
H: 2.24 1.76 -3.35
H: 0.57 1.25 -3.07
H: 1.63 4.12 -2.91
H: 1.26 3.09 -1.54
H: -0.58 4.62 -1.86
H: -1.12 2.99 -2.17
H: -2.08 4.54 -3.80
H: -1.08 3.35 -4.59
H: -0.73 5.51 -5.61
H: 0.76 5.02 -4.83
H: -1.28 7.00 -3.68
H: 0.28 7.41 -4.42
H: 0.24 6.54 -2.89
C: 0.35 -1.63 -4.60
C: 1.82 -1.23 -4.70
C: 2.20 -0.68 -6.07
C: 2.04 -1.67 -7.24
C: 2.83 -2.97 -7.10
C: 4.34 -2.76 -7.04
H: 0.10 -2.44 -5.28
H: 0.12 -1.97 -3.58
H: -0.30 -0.78 -4.82
H: 2.45 -2.08 -4.44
H: 2.02 -0.46 -3.95
H: 3.24 -0.33 -6.03
H: 1.59 0.20 -6.29
H: 2.35 -1.16 -8.16
H: 0.98 -1.91 -7.37
H: 2.60 -3.61 -7.96
H: 2.50 -3.52 -6.21
H: 4.69 -2.25 -7.94
H: 4.85 -3.73 -6.98
H: 4.63 -2.18 -6.17
C: 4.75 -2.80 -2.24
C: 4.25 -3.84 -1.24
C: 4.61 -3.51 0.21
C: 6.11 -3.45 0.51
C: 6.89 -4.73 0.19
C: 6.43 -5.93 1.01
H: 5.84 -2.74 -2.25
H: 4.43 -3.07 -3.25
H: 4.35 -1.81 -2.01
H: 4.63 -4.83 -1.52
H: 3.16 -3.90 -1.32
H: 4.13 -4.24 0.86
H: 4.17 -2.54 0.47
H: 6.24 -3.21 1.57
H: 6.56 -2.62 -0.04
H: 7.95 -4.55 0.40
H: 6.82 -4.96 -0.87
H: 6.52 -5.74 2.08
H: 7.04 -6.81 0.77
H: 5.39 -6.19 0.80
C: -6.26 -3.02 7.22
C: -6.52 -3.25 5.74
C: -5.92 -4.56 5.21
C: -4.39 -4.64 5.29
C: -3.63 -3.54 4.56
C: -3.88 -3.52 3.06
H: -5.19 -2.92 7.42
H: -6.74 -2.10 7.55
H: -6.65 -3.84 7.82
H: -6.16 -2.40 5.16
H: -7.61 -3.29 5.58
H: -6.24 -4.70 4.17
H: -6.34 -5.40 5.77
H: -4.08 -5.61 4.88
H: -4.08 -4.65 6.34
H: -2.56 -3.68 4.73
H: -3.88 -2.56 4.98
H: -3.60 -4.47 2.60
H: -3.29 -2.73 2.59
H: -4.93 -3.32 2.83

Calculated values
- Net charge: 0
- Calculated total energy: -2874.50308 hartree
- Maximum force: 0.1161 Eh/bohr
- Highest occupied orbital energy: -8.85 eV
- SMILES string: CCOP(=O)(CCCP(CC=O)S(C)(=O)=O)OCC.CCCCCC.CCCCCC.CCCCCC.CCCCCC
- Energy above the lowest of the compared OMol25 structures with the same formula, charge and spin: 0.0 kcal per mole


Number 1: E_LUMO -0.05 eV. Number 2: E_LUMO 0.06 eV.